{"formula": "C25H45LuN2P3Se2", "method": "wB97M-V/def2-TZVPD", "elements": ["Lu", "P", "P", "P", "H", "C", "C", "H", "C", "C", "C", "C", "C", "C", "C", "C", "C", "H", "H", "H", "H", "H", "H", "H", "H", "H", "H", "H", "H", "H", "H", "H", "H", "H", "H", "H", "H", "H", "H", "H", "H", "H", "H", "H", "H", "H", "C", "C", "C", "C", "C", "C", "Se", "H", "H", "H", "H", "H", "H", "C", "N", "C", "Se", "N", "C", "C", "C", "C", "C", "C", "H", "H", "H", "H", "H", "H", "H", "H"], "coordinates": [[0.351, -0.181, -0.989], [-1.405, -0.806, 1.218], [1.173, -2.752, -0.921], [-1.945, -1.137, -2.285], [-0.598, 4.640, -0.657], [-1.659, 4.394, -0.638], [-2.251, 3.854, 0.441], [-1.714, 3.693, 1.386], [-1.010, -0.348, 2.952], [-1.784, -2.583, 1.528], [-3.103, -0.103, 1.197], [2.398, -3.115, -2.252], [2.152, -3.356, 0.500], [0.093, -4.206, -1.169], [-2.982, 0.381, -2.351], [-3.183, -2.368, -1.723], [-2.005, -1.614, -4.057], [-2.185, 4.523, -1.585], [-3.327, 3.620, 0.455], [-0.945, 0.741, 3.054], [-0.063, -0.800, 3.272], [-1.824, -0.721, 3.590], [-0.849, -3.140, 1.684], [-2.335, -3.022, 0.687], [-2.397, -2.641, 2.440], [-3.045, 0.976, 1.001], [-3.550, -0.268, 2.187], [-3.738, -0.572, 0.439], [2.899, -4.064, -2.003], [3.131, -2.301, -2.319], [1.891, -3.211, -3.219], [2.781, -4.185, 0.144], [1.494, -3.729, 1.294], [2.793, -2.555, 0.888], [0.740, -5.091, -1.256], [-0.493, -4.106, -2.089], [-0.585, -4.346, -0.322], [-3.583, 0.320, -3.268], [-2.355, 1.284, -2.390], [-3.639, 0.441, -1.477], [-3.889, -2.517, -2.551], [-3.736, -2.029, -0.843], [-2.694, -3.325, -1.505], [-3.070, -1.724, -4.316], [-1.492, -2.571, -4.213], [-1.535, -0.846, -4.679], [1.280, 1.605, -4.348], [0.768, 2.807, -3.818], [0.981, 4.005, -4.498], [1.677, 4.029, -5.716], [2.204, 2.836, -6.229], [2.010, 1.631, -5.551], [1.011, -0.113, -3.561], [0.682, 0.424, 0.916], [0.195, 2.774, -2.892], [0.599, 4.931, -4.075], [1.835, 4.973, -6.247], [2.778, 2.829, -7.165], [2.411, 0.700, -5.947], [3.219, -1.069, 3.517], [2.702, 0.298, 3.521], [2.367, 1.007, 2.413], [2.434, 0.486, 0.572], [1.759, 2.145, 2.828], [1.573, 2.110, 4.214], [0.612, 2.784, 4.961], [0.391, 2.317, 6.275], [1.052, 1.174, 6.748], [1.926, 0.437, 5.932], [2.194, 0.955, 4.666], [3.964, -1.162, 2.717], [2.416, -1.806, 3.365], [3.669, -1.269, 4.491], [1.300, 2.788, 2.173], [0.085, 3.618, 4.511], [-0.296, 2.860, 6.926], [0.860, 0.851, 7.779], [2.413, -0.492, 6.244]], "forces_ev_per_angstrom": [[-1.8, -0.6, -2.7], [-1.0, -0.1, 1.3], [1.0, -1.9, -0.4], [-1.2, 0.1, -0.6], [-0.2, 0.1, 0.2], [-0.1, -0.9, 0.3], [0.0, 0.2, -0.4], [-0.2, 0.2, -0.4], [0.3, 0.2, 0.0], [0.4, -0.1, -0.4], [0.1, 0.3, -0.3], [0.0, 0.4, -0.1], [0.1, 0.2, 0.3], [-0.4, 0.1, 0.1], [0.2, 0.2, 0.1], [0.1, -0.2, 0.3], [0.4, 0.0, -0.1], [0.0, 0.2, 0.4], [0.6, 0.1, -0.1], [0.0, -0.2, 0.1], [-0.1, 0.1, 0.0], [0.3, 0.1, -0.1], [-0.3, 0.1, 0.0], [0.2, 0.1, 0.3], [0.2, 0.1, -0.3], [-0.1, -0.2, 0.1], [0.1, 0.0, -0.3], [0.2, 0.2, 0.2], [-0.2, 0.4, -0.1], [-0.1, -0.3, -0.1], [0.1, 0.1, 0.2], [-0.2, 0.2, 0.2], [0.2, 0.1, -0.1], [-0.1, -0.3, 0.0], [-0.2, 0.3, 0.0], [0.1, -0.1, 0.1], [0.1, 0.0, -0.2], [0.1, 0.2, 0.3], [-0.2, -0.1, -0.1], [0.1, 0.1, -0.3], [0.1, 0.0, 0.3], [0.1, -0.2, -0.2], [-0.2, 0.1, -0.1], [0.4, 0.0, 0.0], [-0.1, 0.2, -0.1], [-0.1, -0.2, 0.1], [0.1, 0.9, -0.6], [0.3, -0.5, -0.4], [0.0, -0.1, -0.1], [0.2, -0.3, 0.2], [0.0, 0.1, 0.1], [-0.3, 0.0, 0.3], [0.5, 0.3, 1.0], [1.8, -0.2, 0.2], [0.0, 0.2, -0.1], [0.0, -0.1, -0.1], [-0.1, -0.4, 0.3], [-0.3, 0.1, 0.5], [-0.1, 0.3, 0.0], [0.2, -0.2, -0.1], [-0.5, 0.3, -1.0], [-0.1, 0.5, 2.1], [-0.7, 0.7, 1.4], [-0.1, -0.5, -0.9], [-0.8, -0.1, -0.5], [0.2, 0.0, 1.0], [0.2, 0.7, -1.1], [0.6, -0.5, 0.0], [0.2, 0.2, 0.6], [-0.4, -0.6, -0.5], [-0.1, -0.1, 0.4], [0.1, 0.3, 0.0], [0.2, 0.1, -0.3], [0.5, -0.2, 0.6], [0.0, 0.0, 0.3], [0.1, -0.3, -0.2], [0.1, 0.0, -0.6], [-0.3, 0.4, 0.2]], "e_above_lowest_kcal_mol": 42.9, "homo_ev": [-15.13, -15.10], "charge": 3}